DFT (ωB97M-V with the def2-TZVPD basis set) results for the molecule C9H8N2O.

Each atom is followed by the atoms it is bonded to, with distances in Å.
Element x y z (Å)
1 C -3.334 -0.376 0.184  C2 1.523, H10 1.012, H11 1.158, H12 1.087
2 C -1.916 0.138 -0.025  C1 1.523, C3 1.385, N19 1.381
3 C -1.575 1.464 -0.229  C2 1.385, C4 1.418, H13 1.052
4 C -0.170 1.620 -0.125  C3 1.418, C5 1.327, H14 1.218
5 C 0.774 0.695 -0.007  C4 1.327, C6 1.517, C9 1.437
6 C 2.245 0.980 0.230  C5 1.517, C7 1.445, O20 1.183
7 C 3.037 -0.213 0.037  C6 1.445, C8 1.365, H15 1.075
8 C 2.650 -1.493 -0.237  C7 1.365, H16 1.140, N18 1.398
9 C 0.327 -0.664 0.129  C5 1.437, N18 1.415, N19 1.307
10 H -3.381 -1.388 0.171  C1 1.012
11 H -4.170 -0.051 -0.548  C1 1.158
12 H -3.711 -0.088 1.162  C1 1.087
13 H -2.330 2.159 -0.462  C3 1.052
14 H 0.115 2.770 -0.411  C4 1.218
15 H 4.098 -0.076 0.146  C7 1.075
16 H 3.390 -2.307 -0.537  C8 1.140
17 H 0.848 -2.671 0.061  N18 1.076
18 N 1.295 -1.692 0.042  C8 1.398, C9 1.415, H17 1.076
19 N -0.967 -0.845 0.174  C2 1.381, C9 1.307
20 O 2.775 2.038 0.247  C6 1.183

Results
- structure (SMILES) = Cc1ccc2c(=O)cc[nH]c2n1
- DFT total energy (eV) = -14488.8805
- orbital gap (eV) = 8.661


DFT (ωB97M-V with the def2-TZVPD basis set) results for a cluster of 12 separate species, C15H54O12 in total.

Each atom is followed by the atoms it is bonded to, with distances in Å.
Element x y z (Å)
1 C 1.438 1.922 -4.943  O2 1.457, H3 1.139, H4 1.104, H5 1.086
2 O 0.070 1.422 -4.987  C1 1.457, H6 0.980
3 H 1.949 1.633 -3.967  C1 1.139
4 H 1.900 1.441 -5.822  C1 1.104
5 H 1.433 3.002 -5.062  C1 1.086
6 H -0.381 1.732 -4.174  O2 0.980
7 C 3.229 -1.002 2.031  O8 1.402, H9 1.117, H10 1.064, H11 1.076
8 O 2.905 -1.063 0.668  C7 1.402, H12 0.940
9 H 2.620 -0.354 2.706  C7 1.117
10 H 3.071 -1.986 2.402  C7 1.064
11 H 4.229 -0.681 2.263  C7 1.076
12 H 3.018 -0.198 0.318  O8 0.940
13 C 0.491 0.614 -0.415  O14 1.453, H15 1.075, H16 1.067, H17 1.092
14 O 1.714 1.049 -1.067  C13 1.453, H18 0.997
15 H 0.539 1.027 0.576  C13 1.075
16 H -0.387 0.978 -0.899  C13 1.067
17 H 0.403 -0.475 -0.416  C13 1.092
18 H 1.938 0.339 -1.731  O14 0.997
19 O -1.451 2.301 -2.621  H20 0.973, H21 0.964
20 H -0.693 2.816 -2.294  O19 0.973
21 H -2.012 2.837 -3.193  O19 0.964
22 O 0.675 -1.204 -4.862  H23 0.966, H24 0.968
23 H 0.229 -0.415 -5.197  O22 0.966
24 H 0.098 -1.977 -4.959  O22 0.968
25 O 0.871 3.462 -1.931  H26 0.983, H27 0.979
26 H 1.418 2.738 -1.557  O25 0.983
27 H 1.056 4.181 -1.293  O25 0.979
28 C -3.753 -1.557 -0.680  C29 1.467, H31 1.081, H32 1.107, H33 1.109
29 C -3.097 -0.664 -1.641  C28 1.467, O30 1.495, H34 1.056, H35 1.100
30 O -3.257 0.778 -1.281  C29 1.495, H36 0.999
31 H -4.820 -1.381 -0.683  C28 1.081
32 H -3.252 -1.396 0.295  C28 1.107
33 H -3.564 -2.615 -0.952  C28 1.109
34 H -3.544 -0.758 -2.592  C29 1.056
35 H -2.028 -0.912 -1.717  C29 1.100
36 H -2.603 1.273 -1.851  O30 0.999
37 C 0.112 -2.136 5.135  C38 1.530, H40 1.125, H41 1.065, H42 1.083
38 C 0.021 -0.904 6.037  C37 1.530, O39 1.410, H43 1.072, H44 1.094
39 O -1.034 -0.054 5.647  C38 1.410, H45 0.994
40 H 1.046 -2.678 5.450  C37 1.125
41 H 0.297 -1.762 4.155  C37 1.065
42 H -0.747 -2.795 5.164  C37 1.083
43 H 0.921 -0.344 6.198  C38 1.072
44 H -0.285 -1.340 6.992  C38 1.094
45 H -1.078 0.244 4.700  O39 0.994
46 C -0.798 -4.385 0.082  C47 1.519, H49 1.096, H50 1.108, H51 1.063
47 C 0.390 -3.702 -0.576  C46 1.519, O48 1.421, H52 1.091, H53 1.082
48 O -0.105 -3.049 -1.736  C47 1.421, H54 0.997
49 H -1.380 -4.904 -0.688  C46 1.096
50 H -1.415 -3.653 0.639  C46 1.108
51 H -0.516 -5.051 0.861  C46 1.063
52 H 1.101 -4.456 -0.918  C47 1.091
53 H 0.983 -3.062 0.064  C47 1.082
54 H 0.636 -2.422 -1.968  O48 0.997
55 C -4.525 2.656 1.425  C56 1.546, H58 1.071, H59 1.101, H60 1.108
56 C -3.054 2.878 1.002  C55 1.546, O57 1.423, H61 1.114, H62 1.137
57 O -2.234 1.715 1.045  C56 1.423, H63 1.003
58 H -5.247 2.113 0.849  C55 1.071
59 H -4.863 3.700 1.506  C55 1.101
60 H -4.556 2.159 2.415  C55 1.108
61 H -2.599 3.637 1.679  C56 1.114
62 H -3.082 3.324 -0.043  C56 1.137
63 H -2.511 1.235 0.209  O57 1.003
64 C 4.501 -1.439 -2.877  C65 1.577, H67 1.085, H68 1.081, H69 1.106
65 C 3.094 -2.120 -2.669  C64 1.577, O66 1.416, H70 1.071, H71 1.068
66 O 2.139 -1.080 -2.574  C65 1.416, H72 1.006
67 H 4.531 -0.506 -2.324  C64 1.085
68 H 4.660 -1.183 -3.915  C64 1.081
69 H 5.378 -1.982 -2.478  C64 1.106
70 H 3.042 -2.684 -1.761  C65 1.071
71 H 2.867 -2.755 -3.498  C65 1.068
72 H 1.545 -0.999 -3.382  O66 1.006
73 C 0.617 2.616 4.385  C74 1.454, H76 1.128, H77 1.064, H78 1.090
74 C 0.285 2.336 2.998  C73 1.454, O75 1.419, H79 1.088, H80 1.097
75 O -0.549 1.194 2.884  C74 1.419, H81 0.983
76 H 1.231 1.778 4.825  C73 1.128
77 H -0.207 2.719 5.050  C73 1.064
78 H 1.224 3.520 4.423  C73 1.090
79 H 1.150 2.180 2.358  C74 1.088
80 H -0.251 3.211 2.609  C74 1.097
81 H -1.185 1.325 2.146  O75 0.983

Results
- structure (SMILES) = CCO.CCO.CCO.CCO.CCO.CCO.CO.CO.CO.O.O.O
- DFT total energy (eV) = -40998.9043
- orbital gap (eV) = 9.736


Which HOMO energy belongs to each record? In order, -0.313; -0.349 Eh.
Which energy relative to the best compared isomer or geometry (same formula, charge and spin) belongs to each record? In order, 184.38; 237.03 kJ/mol.